1.
{"formula": "C36H34F9N2O2PtSSeSi", "method": "ωB97M-V/def2-TZVPD", "charge": -1, "e_homo_ha": [-0.156, -0.159], "homo_lumo_gap_ev": [6.42, 6.50], "elements": ["Pt", "C", "Si", "C", "N", "C", "C", "C", "C", "C", "C", "C", "C", "C", "C", "C", "C", "C", "C", "C", "C", "C", "H", "H", "H", "H", "H", "H", "H", "H", "H", "H", "H", "H", "H", "H", "H", "H", "H", "H", "H", "H", "H", "H", "H", "H", "Se", "C", "N", "O", "S", "C", "C", "C", "C", "C", "C", "C", "C", "C", "C", "C", "C", "H", "H", "H", "H", "H", "H", "H", "H", "H", "H", "F", "C", "F", "F", "C", "O", "C", "F", "F", "F", "C", "F", "F", "F"], "coordinates": [[-0.386865, 0.369908, -0.779814], [-0.151302, 0.907453, 1.274018], [1.607696, 0.508887, 1.747576], [2.680208, 0.841873, 0.166993], [1.985979, 0.312991, -0.997639], [2.280696, 0.986883, -2.248268], [3.734773, 0.770053, -2.717875], [4.287835, -0.575422, -2.235100], [3.154976, -1.589876, -2.155611], [2.083306, -1.141429, -1.146931], [1.894464, -1.301669, 2.256574], [3.174102, -1.759132, 2.562632], [3.400788, -3.074368, 2.926439], [2.343215, -3.966460, 2.992626], [1.064056, -3.528409, 2.692303], [0.846116, -2.211198, 2.327915], [2.314325, 1.546634, 3.180331], [2.693578, 0.979660, 4.392281], [3.172238, 1.752780, 5.433972], [3.261330, 3.127623, 5.294651], [2.856269, 3.714366, 4.108467], [2.390580, 2.932329, 3.067891], [-0.348077, 1.979483, 1.313861], [-0.873697, 0.417087, 1.920184], [3.686088, 0.418824, 0.269692], [2.789387, 1.919612, 0.044463], [2.079868, 2.056853, -2.141520], [1.578043, 0.595992, -2.986973], [4.370846, 1.583436, -2.359843], [3.740750, 0.791591, -3.809025], [4.761219, -0.465249, -1.255244], [5.054097, -0.928571, -2.929831], [3.538320, -2.564280, -1.851236], [2.718072, -1.697661, -3.147765], [2.285928, -1.569371, -0.163834], [1.109375, -1.509731, -1.495931], [4.007285, -1.069442, 2.516910], [4.405368, -3.403698, 3.158628], [2.516454, -4.997227, 3.274538], [0.233512, -4.219045, 2.739559], [-0.150742, -1.887766, 2.074514], [2.615907, -0.090610, 4.517140], [3.479658, 1.282494, 6.357396], [3.641510, 3.733840, 6.106396], [2.909970, 4.788128, 3.996713], [2.076028, 3.399985, 2.147479], [0.668133, 4.891921, -1.627160], [-0.157648, 3.372214, -1.522739], [-0.774848, 2.379082, -1.462874], [-1.778529, -1.488002, 0.180099], [-3.198937, -1.568585, 0.574436], [-4.135388, -0.544182, -0.588798], [-5.516385, -0.611055, -0.543347], [-6.252730, 0.230693, -1.356093], [-5.602234, 1.132341, -2.184392], [-4.218956, 1.198263, -2.211601], [-3.477345, 0.345193, -1.411804], [-3.438156, -0.357521, 1.940726], [-3.380602, 1.015107, 1.745593], [-3.605925, 1.862283, 2.815430], [-3.866470, 1.347398, 4.075561], [-3.902441, -0.025039, 4.268918], [-3.701610, -0.879807, 3.197519], [-5.990398, -1.303355, 0.138463], [-7.332622, 0.208583, -1.329872], [-6.179671, 1.788183, -2.817699], [-3.702619, 1.898902, -2.847243], [-2.374825, 0.364275, -1.431680], [-3.130357, 1.431037, 0.779195], [-3.570944, 2.926489, 2.652624], [-4.038934, 2.018184, 4.904506], [-4.085122, -0.426276, 5.255657], [-3.732695, -1.952958, 3.327058], [-1.612695, -3.083440, -3.220440], [-0.760500, -2.604431, -4.129960], [-1.090853, -3.201416, -5.290678], [0.454540, -3.069914, -3.808849], [-0.754028, -1.033111, -4.150073], [-0.392793, -0.548983, -3.005192], [0.216582, -0.603366, -5.319617], [0.094370, 0.695115, -5.605841], [0.042221, -1.254280, -6.484006], [1.498210, -0.805441, -4.991046], [-2.181299, -0.585549, -4.623123], [-2.457101, -0.910337, -5.900756], [-3.150209, -1.150418, -3.889483], [-2.341718, 0.734055, -4.541118]], "forces_ev_per_angstrom": [[0.4, 0.0, 1.4], [0.2, -0.1, -1.6], [0.7, 0.0, -0.5], [-0.3, 0.0, 0.9], [-0.7, -0.1, 0.1], [0.3, 0.4, -0.6], [-0.1, 0.1, 0.2], [0.0, 0.0, -0.1], [0.2, 0.1, 0.2], [0.0, -0.9, -0.4], [-0.3, 0.5, -0.1], [0.1, 0.1, 0.0], [0.2, 0.0, 0.0], [-0.1, -0.1, 0.0], [0.0, -0.2, 0.1], [-0.1, 0.1, 0.0], [-0.4, -0.2, -0.3], [0.0, -0.2, 0.0], [0.1, 0.1, 0.2], [0.0, -0.1, 0.1], [0.1, 0.3, 0.0], [0.0, 0.0, -0.2], [0.1, 0.1, 0.1], [-0.1, -0.2, -0.1], [0.1, 0.1, 0.1], [0.0, 0.1, 0.0], [-0.1, -0.1, 0.0], [0.1, 0.1, 0.1], [0.0, 0.0, -0.1], [0.0, 0.1, 0.0], [0.0, 0.0, -0.1], [0.1, 0.0, 0.1], [0.0, -0.1, -0.1], [-0.1, -0.1, 0.0], [0.0, 0.0, -0.1], [0.4, -0.2, 0.1], [0.1, 0.0, 0.0], [0.0, 0.0, 0.0], [0.0, 0.0, 0.0], [-0.1, 0.0, 0.0], [-0.2, 0.0, -0.1], [0.0, -0.1, 0.1], [0.0, 0.0, 0.1], [0.0, 0.0, 0.0], [0.0, 0.1, 0.0], [0.0, 0.2, -0.2], [0.9, 1.5, 0.0], [-1.1, -1.3, 0.1], [0.1, 0.0, 0.1], [1.1, -0.3, -0.3], [-0.9, 1.4, 0.3], [0.1, -0.3, 0.0], [0.0, -0.1, 0.0], [-0.1, 0.0, 0.1], [0.1, 0.1, -0.1], [-0.1, 0.0, 0.1], [0.3, -0.3, -0.1], [-0.2, -0.6, -0.1], [0.1, 0.0, -0.1], [0.1, -0.1, -0.1], [0.0, -0.1, 0.0], [0.0, 0.1, 0.2], [0.1, -0.1, -0.2], [-0.2, -0.1, 0.0], [-0.1, -0.1, 0.0], [-0.1, 0.1, -0.1], [0.0, 0.1, -0.1], [-0.8, 0.0, -0.1], [-0.1, 0.0, 0.0], [0.0, 0.2, 0.0], [0.0, 0.0, 0.1], [0.0, 0.0, 0.0], [0.0, -0.1, 0.1], [0.0, 0.1, 0.4], [0.0, -0.4, 0.0], [-0.1, 0.0, -0.2], [0.3, 0.1, 0.1], [-0.5, -0.4, -1.1], [0.4, 0.7, 1.3], [0.3, 0.0, -0.3], [-0.1, 0.3, 0.2], [-0.1, -0.2, -0.1], [0.2, 0.0, 0.3], [-0.3, 0.0, -0.2], [0.0, -0.1, -0.3], [0.0, 0.0, 0.2], [0.1, 0.3, 0.3]], "mulliken_charge": [2.54, -0.70, -0.76, -0.71, 0.70, -0.26, -0.78, -0.83, -0.71, 0.49, 0.07, 0.38, -0.81, -0.56, -0.66, -0.13, 0.63, -0.21, -0.70, -0.45, -0.72, -0.60, 0.73, 0.12, 0.08, 0.69, 0.18, -0.49, 0.29, 0.42, 0.22, 0.50, 0.55, 0.18, -0.07, -0.40, 0.46, 0.40, 0.36, 0.44, 0.15, 0.26, 0.40, 0.37, 0.41, 0.43, -0.31, 0.12, -0.84, -0.38, -0.15, 0.77, -0.42, -0.63, -0.91, -0.48, 0.61, 0.69, -0.31, -0.68, -0.49, -0.59, -0.54, 0.44, 0.38, 0.38, 0.53, -0.26, 0.44, 0.46, 0.39, 0.40, 0.41, -0.23, 0.36, -0.29, -0.25, 0.41, -0.97, 0.34, -0.29, -0.29, -0.20, 0.38, -0.29, -0.30, -0.28]}

2.
{"formula": "C36H34N4O5S", "method": "ωB97M-V/def2-TZVPD", "smiles": "CN1C(=O)[C@@H](Cc2ccccc2)N(/C=C/[C@H](c2ccc([N+](=O)[O-])cc2)[C@](C#N)(c2ccccc2)S(=O)(=O)c2ccccc2)C1(C)C", "e_above_lowest_kj_mol": 36.7, "e_homo_ha": -0.307, "homo_lumo_gap_ev": 7.23, "elements": ["C", "N", "C", "O", "C", "C", "C", "C", "C", "C", "C", "C", "N", "C", "C", "C", "C", "C", "C", "C", "N", "O", "O", "C", "C", "C", "C", "N", "C", "C", "C", "C", "C", "C", "S", "O", "O", "C", "C", "C", "C", "C", "C", "C", "C", "C", "H", "H", "H", "H", "H", "H", "H", "H", "H", "H", "H", "H", "H", "H", "H", "H", "H", "H", "H", "H", "H", "H", "H", "H", "H", "H", "H", "H", "H", "H", "H", "H", "H", "H"], "coordinates": [[-2.903742, 2.012220, -5.111653], [-1.826633, 1.643413, -4.202744], [-0.588862, 2.214117, -4.337141], [-0.266702, 3.025212, -5.199510], [0.283306, 1.646888, -3.198824], [0.997988, 2.750979, -2.413616], [2.060053, 3.467314, -3.224404], [2.044429, 4.865761, -3.320462], [2.941356, 5.511978, -4.173574], [3.879851, 4.770087, -4.904203], [3.936911, 3.378219, -4.747134], [3.048575, 2.727609, -3.883594], [-0.649921, 0.870958, -2.403698], [-0.164079, 0.187069, -1.318568], [-0.956586, -0.464828, -0.386973], [-0.587116, -1.478697, 0.585171], [-1.742144, -2.062348, 1.334129], [-1.527635, -3.283774, 1.991330], [-2.527754, -4.034860, 2.619519], [-3.821787, -3.499706, 2.641106], [-4.739694, -4.039288, 3.590318], [-5.890658, -3.522814, 3.732781], [-4.322924, -4.999043, 4.295183], [-4.093477, -2.264400, 1.997487], [-3.059565, -1.540633, 1.387040], [0.663675, -1.231258, 1.807048], [0.035924, -0.337113, 2.781265], [-0.559690, 0.282745, 3.622313], [1.889562, -0.589941, 1.171174], [1.939001, 0.800158, 1.098828], [3.023498, 1.461150, 0.488733], [4.063442, 0.714396, -0.073249], [4.044442, -0.689889, -0.002380], [2.979247, -1.338449, 0.637777], [1.519997, -2.451331, 2.969509], [1.247205, -3.781933, 2.465953], [2.916915, -2.011535, 2.977752], [1.089378, -2.401254, 4.737404], [2.094265, -2.220956, 5.702312], [1.762777, -2.222480, 7.067719], [0.432020, -2.405175, 7.477121], [-0.557676, -2.634880, 6.512542], [-0.223608, -2.645327, 5.149536], [-2.033548, 0.905014, -2.950540], [-2.973656, 1.713714, -2.048181], [-2.612700, -0.465772, -3.277758], [-2.460899, 2.525306, -5.973543], [-3.436527, 1.116693, -5.457542], [-3.630174, 2.691873, -4.635886], [1.020438, 0.973462, -3.677459], [0.240976, 3.480574, -2.074896], [1.440386, 2.295707, -1.515451], [1.299155, 5.425362, -2.743783], [2.897131, 6.597568, -4.273361], [4.565901, 5.273865, -5.588690], [4.669524, 2.792165, -5.301969], [3.095638, 1.641762, -3.732767], [0.946153, 0.069274, -1.362126], [-2.025162, -0.206616, -0.450665], [0.073171, -2.357845, 0.080191], [-0.555120, -3.748515, 1.913550], [-2.330284, -5.031955, 3.058636], [-5.126364, -1.918081, 1.982904], [-3.339129, -0.614772, 0.870886], [1.176239, 1.383731, 1.647062], [3.025992, 2.564258, 0.498955], [4.884942, 1.223279, -0.595236], [4.860968, -1.297515, -0.417159], [3.091524, -2.441269, 0.752438], [3.128103, -2.070630, 5.380172], [2.544605, -2.069966, 7.821520], [0.168620, -2.360159, 8.541271], [-1.599015, -2.793847, 6.815383], [-0.996119, -2.839877, 4.399325], [-2.708462, 2.780260, -2.107450], [-4.011723, 1.595543, -2.390697], [-2.900815, 1.388979, -1.006319], [-2.025714, -0.925401, -4.077715], [-2.606184, -1.119350, -2.407004], [-3.641436, -0.355182, -3.635422]], "forces_ev_per_angstrom": [[-0.2, -0.1, 0.2], [0.5, 0.4, -0.3], [-0.1, 0.3, -0.2], [-0.2, -1.0, 1.0], [0.1, 0.1, -0.9], [0.0, 0.3, 0.2], [0.0, 0.0, 0.2], [0.1, -0.4, -0.3], [0.1, -0.2, 0.1], [-0.3, -0.2, 0.2], [-0.1, 0.1, 0.2], [0.0, 0.4, -0.2], [0.0, 0.2, 0.0], [-0.7, -1.6, 0.3], [0.5, 2.3, -1.4], [3.3, -3.6, 0.6], [-1.4, -0.9, 0.6], [-0.6, -0.9, -0.6], [-0.1, 0.3, -0.3], [1.4, 1.7, -0.5], [-2.6, -1.5, 2.2], [3.0, -1.3, -0.6], [-1.2, 2.1, -1.5], [0.3, -0.7, 0.4], [-0.1, -0.5, -0.4], [-0.3, 2.2, 0.2], [-2.9, 3.0, 3.8], [2.8, -2.8, -4.0], [0.5, 0.4, -1.0], [0.4, 0.3, 0.4], [-0.2, -0.2, 0.2], [-0.1, 0.2, -0.3], [-0.6, 0.1, 0.3], [0.1, -0.2, -0.7], [2.3, -1.5, 0.7], [0.3, 0.3, 0.2], [-1.5, -0.5, 0.8], [-0.8, 0.1, 0.5], [0.1, 0.2, -0.2], [-0.3, -0.1, -0.3], [0.2, 0.0, -0.4], [0.2, 0.0, -0.2], [-0.2, 0.0, 0.1], [0.0, 0.4, 0.1], [-0.1, 0.2, 0.0], [0.2, -0.2, -0.1], [0.0, -0.2, 0.3], [0.1, 0.2, 0.1], [0.2, -0.2, -0.1], [-0.1, 0.3, 0.2], [0.3, -0.3, 0.0], [-0.1, 0.1, -0.2], [0.3, -0.1, -0.3], [0.1, -0.3, 0.0], [-0.2, -0.2, 0.2], [-0.1, 0.2, 0.1], [0.0, 0.5, -0.2], [-1.0, 0.1, 0.3], [0.8, -0.4, 0.2], [-2.0, 1.6, 0.8], [-0.2, 0.1, 0.0], [0.0, 1.0, -0.2], [0.4, 0.1, 0.2], [0.2, -0.4, 0.4], [0.4, -0.3, -0.6], [0.2, -0.7, -0.1], [-0.3, -0.2, 0.4], [-0.4, 0.4, 0.2], [-0.6, 1.1, -0.3], [-0.4, 0.0, 0.1], [-0.3, -0.1, -0.4], [0.1, -0.1, -0.5], [0.5, 0.0, -0.2], [0.2, 0.2, 0.4], [0.0, -0.3, 0.1], [0.3, 0.1, 0.2], [-0.1, 0.1, -0.2], [0.0, 0.0, 0.2], [-0.1, 0.0, 0.0], [0.2, 0.0, 0.1]], "mulliken_charge": [-0.99, 0.25, 0.11, -0.69, -0.09, 0.20, 0.63, -0.40, -0.58, -0.45, -0.72, -0.16, 0.35, -0.13, -0.64, 1.24, 0.16, -0.92, -0.49, -0.14, 0.91, -0.59, -0.57, -0.81, -0.24, 1.98, -0.56, -0.71, -0.98, 0.06, -0.67, -0.55, -1.14, 0.10, 1.86, -0.78, -0.68, -0.18, -0.41, -0.59, -0.42, -0.68, 0.17, 0.29, -1.45, -1.64, 0.37, 0.30, 0.32, 0.29, 0.32, -0.42, 0.34, 0.37, 0.37, 0.37, 0.34, 1.00, -0.74, 0.47, 0.83, 0.45, 0.47, 0.42, 0.26, 0.45, 0.41, 0.42, 0.36, 0.45, 0.37, 0.37, 0.42, 0.16, 0.41, 0.45, 0.21, 0.40, 0.29, 0.45]}